No. 1
{"formula": "C24H68AsF6O10", "method": "ωB97M-V with the def2-TZVPD basis set", "symbols": ["As", "F", "F", "F", "F", "F", "F", "O", "H", "H", "O", "H", "H", "C", "C", "C", "O", "H", "H", "H", "H", "H", "H", "H", "H", "C", "C", "C", "O", "H", "H", "H", "H", "H", "H", "H", "H", "C", "C", "C", "O", "H", "H", "H", "H", "H", "H", "H", "H", "C", "C", "C", "O", "H", "H", "H", "H", "H", "H", "H", "H", "C", "C", "C", "O", "H", "H", "H", "H", "H", "H", "H", "H", "C", "C", "C", "O", "H", "H", "H", "H", "H", "H", "H", "H", "C", "C", "C", "O", "H", "H", "H", "H", "H", "H", "H", "H", "C", "C", "C", "O", "H", "H", "H", "H", "H", "H", "H", "H"], "positions_angstrom": [[-18.9138, 9.2366, 12.2988], [-17.1035, 9.2375, 12.1048], [-19.0162, 7.4755, 12.1552], [-20.7239, 9.2565, 12.4516], [-18.9497, 11.0490, 12.5043], [-19.0877, 9.4379, 10.4957], [-18.7285, 8.9960, 14.0850], [-18.0575, 13.0728, 13.8818], [-17.5676, 13.7957, 13.4899], [-18.4285, 12.6020, 13.1355], [-17.1162, 8.2925, 16.1238], [-16.3489, 8.5125, 15.5955], [-17.8123, 8.1409, 15.4846], [-24.7555, 12.0590, 11.9423], [-23.8919, 10.8016, 11.7442], [-23.0405, 10.8792, 10.5066], [-23.0707, 10.6519, 12.8814], [-25.4004, 12.1742, 11.0712], [-24.1429, 12.9526, 12.0618], [-25.3702, 11.8998, 12.8283], [-24.5816, 9.9607, 11.6718], [-23.7458, 10.7934, 9.6800], [-22.3118, 10.0889, 10.3260], [-22.5579, 11.8545, 10.4428], [-22.2420, 10.2714, 12.5815], [-21.2747, 6.9097, 9.8388], [-22.6105, 6.5757, 10.4025], [-23.8775, 6.8852, 9.5319], [-22.6217, 5.1846, 10.7304], [-21.0176, 7.9676, 9.8911], [-21.1910, 6.3996, 8.8791], [-20.4818, 6.5602, 10.5000], [-22.6686, 6.9927, 11.4079], [-23.7197, 6.4654, 8.5385], [-24.0764, 7.9427, 9.3578], [-24.7586, 6.3406, 9.8712], [-22.0670, 5.0765, 11.5065], [-22.6786, 9.7170, 16.8188], [-21.9720, 11.0244, 16.3404], [-20.6844, 10.9088, 15.5600], [-22.9545, 11.6121, 15.5789], [-21.9434, 9.1545, 17.3941], [-23.1526, 9.0733, 16.0778], [-23.5748, 9.9718, 17.3845], [-21.7207, 11.5663, 17.2521], [-20.3614, 11.8023, 15.0256], [-20.8694, 10.2533, 14.7090], [-19.8640, 10.6008, 16.2082], [-22.8860, 11.2239, 14.7036], [-20.9592, 8.3755, 6.0285], [-21.3845, 9.6598, 6.7315], [-20.1390, 10.5175, 7.0472], [-21.9747, 10.5187, 5.7890], [-20.3958, 7.7176, 6.6903], [-20.4579, 8.5916, 5.0850], [-21.8550, 7.8404, 5.7134], [-22.0165, 9.4615, 7.5971], [-19.3401, 10.3300, 6.3296], [-19.6340, 10.3141, 7.9915], [-20.3147, 11.5891, 7.1423], [-22.9091, 10.3466, 5.6517], [-21.4578, 6.4123, 14.4973], [-21.6813, 4.9386, 14.5602], [-23.0692, 4.6342, 15.0614], [-21.4346, 4.5028, 13.2665], [-21.5007, 6.7756, 15.5241], [-22.3416, 6.6974, 13.9266], [-20.5028, 6.7872, 14.1292], [-20.9956, 4.4198, 15.2302], [-23.7610, 5.0566, 14.3327], [-23.2612, 4.9697, 16.0806], [-23.2884, 3.5666, 15.0786], [-20.5135, 4.6318, 13.0286], [-13.8640, 13.0515, 10.6084], [-15.0177, 12.1407, 11.0884], [-16.0448, 12.0019, 9.9544], [-14.5907, 10.9386, 11.5398], [-14.3494, 13.9874, 10.3316], [-13.4214, 12.4564, 9.8096], [-13.1779, 13.3733, 11.3919], [-15.4429, 12.6238, 11.9682], [-16.7820, 11.2628, 10.2681], [-15.5822, 11.7184, 9.0090], [-16.6414, 12.9108, 9.8760], [-15.3097, 10.5686, 12.0573], [-16.6926, 5.6602, 13.0731], [-17.5382, 4.5657, 12.5020], [-17.3671, 3.3412, 13.3695], [-18.8940, 4.9258, 12.6190], [-15.6225, 5.4756, 12.9796], [-16.8009, 5.8796, 14.1353], [-16.9106, 6.5351, 12.4606], [-17.2423, 4.4015, 11.4659], [-17.9152, 3.4524, 14.3051], [-16.3239, 3.1368, 13.6102], [-17.7630, 2.4786, 12.8336], [-19.0332, 5.8613, 12.4547], [-18.0622, 6.3083, 8.6194], [-16.8635, 7.1468, 8.3136], [-17.2482, 8.4160, 7.6254], [-16.3822, 7.5529, 9.5874], [-18.6273, 6.7077, 9.4615], [-17.7822, 5.3005, 8.9262], [-18.7188, 6.3029, 7.7494], [-16.0962, 6.5673, 7.8002], [-16.3561, 9.0213, 7.4645], [-17.8573, 9.0858, 8.2324], [-17.8066, 8.2090, 6.7124], [-17.0997, 7.9950, 10.0470]], "forces_ev_per_angstrom": [[-0.291, 1.445, 0.331], [-2.262, -0.077, 0.208], [0.233, 1.466, -0.397], [1.941, -0.158, -0.199], [0.065, -2.514, -0.517], [0.356, -0.385, 2.176], [-0.325, 0.461, -2.368], [0.196, 0.429, 0.347], [0.123, 0.211, -0.002], [-0.113, -0.317, -0.096], [0.248, -0.277, 0.601], [0.112, 0.108, -0.164], [-0.184, 0.114, -0.214], [0.235, -0.717, -0.195], [-0.018, 0.562, 0.298], [-0.659, 0.297, -0.970], [0.004, 0.010, 0.446], [-0.123, 0.113, 0.017], [0.044, -0.059, 0.054], [-0.014, 0.219, 0.013], [-0.023, -0.345, 0.000], [0.059, 0.220, -0.389], [0.064, -0.116, 0.543], [0.180, -0.036, -0.016], [0.287, -0.206, 0.200], [0.569, 0.318, 0.007], [-1.174, -0.472, 1.339], [1.189, -0.650, -0.131], [-0.613, -0.467, -1.186], [-0.453, 0.329, -0.908], [0.383, 0.446, -0.238], [-0.238, -0.685, 0.049], [-0.433, 1.123, -0.119], [0.305, -0.079, -0.224], [0.024, 0.070, 0.427], [0.059, 0.331, 0.527], [0.037, -0.296, 0.486], [1.019, -0.042, 0.396], [-0.415, -1.567, 0.422], [-0.017, -0.549, -0.511], [-0.898, 2.135, -0.450], [-0.353, -0.445, 0.348], [0.779, 0.095, -0.775], [0.390, 0.378, 0.625], [-0.536, 0.592, 0.047], [-0.269, 0.594, 0.617], [0.345, -0.696, 0.272], [0.070, -0.394, -0.323], [-0.278, 0.021, -0.566], [-0.882, -0.276, 0.155], [2.073, 0.836, -0.511], [0.900, -0.410, 1.398], [-1.442, 0.606, -0.823], [0.191, 0.044, -0.132], [0.437, 0.177, 0.293], [-0.199, -0.248, 0.167], [-0.035, 0.087, 0.085], [-0.263, 0.188, -0.412], [-0.309, -0.576, 0.298], [-0.493, -0.088, -0.489], [-0.072, -0.292, 0.045], [-0.476, 0.510, 1.629], [1.451, 0.006, 0.785], [-0.514, -0.680, -0.786], [-1.516, -1.586, -1.418], [-0.390, 0.558, 0.048], [0.355, 1.045, -0.132], [-0.172, -0.401, -0.472], [0.427, 0.074, 0.268], [-0.369, 0.241, 0.265], [0.159, 0.451, -0.189], [0.259, -0.183, -0.148], [0.660, -0.200, 0.219], [-1.031, -0.652, 0.643], [-0.470, 2.586, -0.375], [-0.467, 0.089, 1.019], [1.374, -2.152, 0.434], [0.144, -0.098, -0.802], [0.531, 0.725, -0.220], [0.263, -0.662, 0.038], [-0.674, 0.593, -0.119], [0.083, -0.358, -0.237], [-0.059, 0.023, 0.022], [0.256, 0.270, -0.385], [-0.032, -0.421, -0.028], [0.894, 1.142, -0.552], [0.613, -0.076, 1.687], [-0.104, -0.961, -0.505], [-0.788, -0.369, -0.343], [0.057, -0.254, -0.384], [-0.694, -0.116, 0.018], [0.321, 0.377, 0.376], [-0.145, -0.159, -0.154], [-0.015, 0.145, -0.061], [0.059, 0.079, -0.136], [-0.082, -0.252, 0.216], [0.348, 0.121, -0.142], [-0.698, -0.802, -0.455], [-0.909, 0.807, 1.747], [0.183, 0.656, -0.958], [1.772, -0.419, 0.474], [0.024, 0.304, -0.166], [-0.048, -0.138, -0.225], [-0.220, -0.478, 0.017], [0.162, 0.237, 0.044], [0.113, -0.111, -0.520], [-0.297, -0.508, 0.333], [0.204, 0.247, -0.306], [-0.078, 0.162, 0.021]], "lowdin_charge": [1.0302, -0.2567, -0.2600, -0.2683, -0.2725, -0.2720, -0.2617, -0.0623, 0.0196, -0.0204, -0.0648, 0.0263, -0.0156, -0.0446, -0.4872, -0.0557, -0.0599, 0.0738, 0.0837, 0.0797, 0.1296, 0.0765, 0.0628, 0.0920, 0.0408, -0.0657, -0.4693, -0.0272, -0.0661, 0.0597, 0.0877, 0.0515, 0.1221, 0.0652, 0.0563, 0.0712, 0.0373, -0.0555, -0.5036, -0.0506, -0.0581, 0.0669, 0.0657, 0.0661, 0.1274, 0.0789, 0.0480, 0.0874, 0.0405, -0.0568, -0.4635, -0.0526, -0.0654, 0.0572, 0.0835, 0.0715, 0.1237, 0.0733, 0.0473, 0.0793, 0.0890, -0.0433, -0.5309, -0.0495, -0.0579, 0.0814, 0.0869, 0.0641, 0.1364, 0.0839, 0.0838, 0.0762, 0.0346, -0.0497, -0.5536, -0.0413, -0.0203, 0.0726, 0.0805, 0.0703, 0.1246, 0.0538, 0.0800, 0.0761, 0.0710, -0.0562, -0.4733, -0.0518, -0.0682, 0.0878, 0.0887, 0.0556, 0.1365, 0.0872, 0.0783, 0.0769, 0.0335, -0.0520, -0.4786, -0.0615, -0.0664, 0.0556, 0.0835, 0.0706, 0.1423, 0.0847, 0.0566, 0.0733, 0.0320], "multiplicity": 1, "e_above_lowest_kj_mol": 249.1, "charge": -1}



No. 2
{"formula": "C24H68B5Ca2O6", "method": "ωB97M-V with the def2-TZVPD basis set", "symbols": ["Ca", "Ca", "B", "H", "H", "H", "H", "B", "H", "H", "H", "H", "B", "H", "H", "H", "H", "B", "H", "H", "H", "H", "B", "H", "H", "H", "H", "C", "C", "C", "O", "C", "H", "H", "H", "H", "H", "H", "H", "H", "C", "C", "C", "O", "C", "H", "H", "H", "H", "H", "H", "H", "H", "C", "C", "C", "O", "C", "H", "H", "H", "H", "H", "H", "H", "H", "C", "C", "C", "O", "C", "H", "H", "H", "H", "H", "H", "H", "H", "C", "C", "C", "O", "C", "H", "H", "H", "H", "H", "H", "H", "H", "C", "C", "C", "O", "C", "H", "H", "H", "H", "H", "H", "H", "H"], "positions_angstrom": [[-2.9718, 0.5281, 0.7659], [0.3003, 2.1609, 2.7517], [-0.4645, 0.7056, 0.6654], [-0.8886, -0.3134, 1.0392], [-0.6031, 0.8054, -0.5137], [-1.0132, 1.5065, 1.2448], [0.6866, 0.7550, 0.8804], [-2.6417, 0.4952, 3.3895], [-3.5843, 1.0628, 2.9655], [-2.7035, -0.5589, 2.8535], [-1.6009, 1.0168, 3.1348], [-2.7347, 0.3264, 4.5795], [-1.4403, 4.1515, 3.0996], [-2.5984, 4.2360, 2.8126], [-0.8401, 3.8247, 2.1412], [-1.0582, 5.2643, 3.3907], [-1.1852, 3.3496, 3.9218], [-3.1094, 3.0769, 0.1909], [-3.3383, 2.8241, 1.3130], [-3.6198, 4.0853, -0.2312], [-1.9311, 3.1943, -0.0204], [-3.4992, 2.1522, -0.4132], [2.2604, 3.4499, 1.6384], [2.3389, 2.4179, 2.1831], [1.1945, 3.8991, 1.7864], [3.0932, 4.1240, 2.2078], [2.5635, 3.3498, 0.4773], [0.3775, -1.9646, 4.3364], [1.6514, -2.3471, 3.5595], [1.9386, -1.0565, 2.7990], [1.3464, -0.0014, 3.5399], [0.7575, -0.5459, 4.7373], [0.2574, -2.5701, 5.2338], [-0.5074, -1.9164, 3.7021], [1.5990, -3.2484, 2.9503], [2.3875, -2.5727, 4.3400], [1.5268, -1.1502, 1.7871], [2.9909, -0.8714, 2.5667], [-0.1226, 0.0202, 5.0450], [1.5277, -0.5026, 5.5130], [1.2069, -2.6140, -1.0210], [0.5949, -3.9994, -1.2941], [0.0755, -3.9254, -2.7475], [0.5078, -2.6689, -3.2660], [1.5714, -2.1859, -2.4326], [2.1436, -2.7362, -0.4785], [0.5161, -1.9642, -0.4889], [-0.1022, -4.3560, -0.5374], [1.3998, -4.7419, -1.2588], [-1.0161, -3.8551, -2.7623], [0.4369, -4.7688, -3.3377], [1.6530, -1.1075, -2.5513], [2.4903, -2.6777, -2.7680], [4.7754, 1.3379, -0.3819], [5.9258, 0.4445, 0.0926], [5.3452, -0.9863, 0.0039], [3.9494, -0.8371, -0.2300], [3.5829, 0.5037, 0.0579], [4.8167, 1.4226, -1.4703], [4.8096, 2.3126, 0.0970], [6.0991, 0.6075, 1.1621], [6.8868, 0.5816, -0.3996], [5.5893, -1.5878, 0.8833], [5.7355, -1.5056, -0.8792], [3.3555, 0.7177, 1.1073], [2.6765, 0.8331, -0.4535], [-2.7434, -4.0929, 0.1137], [-4.2480, -3.9409, 0.2499], [-4.4162, -2.4328, 0.0876], [-3.1705, -1.8576, 0.5143], [-2.2741, -2.8991, 0.9267], [-2.4825, -3.9551, -0.9374], [-2.3541, -5.0389, 0.4866], [-4.6128, -4.2951, 1.2165], [-4.8455, -4.4890, -0.4814], [-5.2447, -2.0246, 0.6728], [-4.5918, -2.1352, -0.9513], [-2.4002, -2.9948, 2.0099], [-1.2314, -2.6404, 0.7502], [1.6435, 3.2760, -4.0968], [1.1363, 2.1607, -3.1777], [0.6059, 3.0136, -2.0123], [1.5137, 4.1138, -1.9206], [2.3491, 4.1406, -3.0610], [0.7680, 3.7824, -4.5105], [2.2774, 2.9319, -4.9157], [1.9114, 1.4229, -2.9583], [0.3221, 1.6154, -3.6681], [0.5622, 2.4143, -1.1063], [-0.3739, 3.3768, -2.3335], [3.2973, 3.6547, -2.7872], [2.5347, 5.1572, -3.4090], [-3.2933, 0.0153, -3.7779], [-2.5428, -1.2694, -3.3807], [-1.8108, -0.8330, -2.1146], [-2.6666, 0.0890, -1.4592], [-3.3265, 0.8788, -2.4929], [-4.3150, -0.1441, -4.1120], [-2.7003, 0.5299, -4.5328], [-1.7649, -1.5543, -4.0904], [-3.2062, -2.1260, -3.2525], [-0.8250, -0.4278, -2.3491], [-1.6747, -1.6680, -1.4275], [-2.8273, 1.8395, -2.5815], [-4.3461, 1.0000, -2.1398]], "forces_ev_per_angstrom": [[0.432, 0.837, 0.970], [-0.123, 0.328, 0.244], [1.411, -0.829, -1.618], [-0.263, -1.433, 0.422], [-0.138, 0.157, -0.101], [-1.063, 1.479, 0.296], [0.945, -0.012, 0.311], [0.012, -0.424, 1.165], [-0.669, 0.919, -0.195], [0.320, -1.257, -0.434], [0.071, 0.118, -0.081], [-0.097, -0.006, 0.150], [-0.461, 1.474, -0.284], [-0.225, -0.308, 0.283], [0.221, -0.044, -1.121], [0.344, 0.028, 0.283], [0.102, -0.881, 1.462], [0.396, 1.163, -0.613], [-0.207, -0.108, 1.059], [-0.445, 0.020, 0.116], [0.196, -0.270, 0.029], [-0.843, -0.780, -1.261], [1.571, 0.835, -0.455], [0.334, -1.592, 0.564], [-0.907, 0.618, -0.037], [0.030, 0.270, 0.087], [-0.112, -0.202, -0.167], [0.767, 0.207, 0.182], [-0.091, -0.064, 0.879], [0.516, -1.007, -1.174], [-0.397, 0.584, 0.125], [-0.133, -0.222, -0.273], [-0.376, -0.192, -0.178], [-0.130, -0.152, 0.141], [-0.233, 0.194, -0.274], [0.280, 0.205, -0.241], [-0.540, 0.400, 0.236], [0.110, 0.135, 0.683], [0.107, 0.288, -0.205], [-0.146, -0.198, 0.185], [0.477, -0.896, -0.193], [0.775, -0.512, -0.081], [-0.569, 0.758, 0.790], [0.173, -0.001, -0.034], [-0.488, 0.004, -0.116], [-0.201, 0.302, 0.413], [0.113, 0.357, -0.178], [-0.357, 0.269, -0.188], [0.036, 0.074, -0.058], [-0.030, -0.456, -0.203], [-0.065, 0.060, -0.185], [0.008, 0.001, -0.126], [0.209, 0.171, 0.216], [0.594, -0.443, 0.200], [-0.122, -0.391, 1.030], [0.471, 0.349, -1.238], [-0.413, -0.292, 0.458], [-0.164, 1.357, -0.175], [-0.174, 0.166, 0.006], [-0.194, 0.102, -0.178], [0.056, 0.363, -0.096], [-0.097, -0.086, -0.242], [-0.305, 0.032, 0.130], [0.068, -0.134, 0.143], [0.270, -0.402, 0.148], [-0.041, -0.587, -0.277], [-0.214, -0.066, 0.424], [-0.681, -0.230, -0.188], [-0.120, 0.006, -0.002], [-0.078, 0.135, -0.126], [-0.062, -0.087, 0.177], [0.267, -0.069, 0.036], [-0.001, -0.030, -0.079], [0.212, 0.221, 0.152], [0.213, 0.051, -0.178], [0.124, -0.025, 0.182], [0.155, -0.114, -0.048], [0.041, -0.421, -0.028], [-0.139, 0.424, -0.212], [0.116, -0.390, 0.173], [-0.715, 0.066, -0.789], [0.672, -0.745, -0.842], [-0.253, 0.308, 0.168], [0.053, -0.493, -0.197], [0.127, 0.177, -0.062], [0.075, 0.064, 0.054], [0.132, 0.237, 0.379], [-0.012, -0.073, 0.155], [-0.088, 0.604, 0.265], [-0.171, 0.038, 0.520], [0.165, 0.241, -0.173], [-0.059, 0.109, 0.268], [0.486, 0.280, 0.397], [0.424, 0.337, -0.105], [-0.344, -1.049, 0.276], [-0.380, 0.065, -1.412], [-0.056, -0.859, 0.104], [0.102, -0.129, -0.320], [-0.308, 0.068, -0.201], [-0.267, -0.057, -0.242], [-0.044, 0.062, 0.282], [-0.114, 0.356, 0.072], [0.197, 0.062, 0.026], [-0.044, 0.070, 0.027], [-0.005, 0.412, -0.067]], "lowdin_charge": [1.2639, 1.1843, -0.5325, -0.0158, 0.0169, -0.1028, -0.0095, -0.4404, -0.0361, -0.0585, -0.0763, -0.0110, -0.4433, -0.0236, -0.1031, -0.0277, -0.0783, -0.4461, -0.0560, -0.0136, -0.0022, -0.1213, -0.4335, -0.1024, -0.0693, -0.0247, -0.0186, -0.1407, -0.1500, -0.2017, -0.2341, -0.1751, 0.1144, 0.1064, 0.1071, 0.1082, 0.0988, 0.1164, 0.1141, 0.1258, -0.1488, -0.1510, -0.1867, -0.1607, -0.1777, 0.1032, 0.0868, 0.0827, 0.1056, 0.0954, 0.1127, 0.1117, 0.1246, -0.1511, -0.1627, -0.2028, -0.1515, -0.2240, 0.1109, 0.1099, 0.1067, 0.1018, 0.1072, 0.1094, 0.0895, 0.1104, -0.1588, -0.1565, -0.1665, -0.2924, -0.1805, 0.1012, 0.1204, 0.1172, 0.1146, 0.1272, 0.1194, 0.1285, 0.1010, -0.1788, -0.1769, -0.1780, -0.1294, -0.2197, 0.1112, 0.1054, 0.0963, 0.0980, 0.0819, 0.1218, 0.1135, 0.1149, -0.1293, -0.1450, -0.2081, -0.3328, -0.1505, 0.1031, 0.1075, 0.1044, 0.1029, 0.1151, 0.1027, 0.1228, 0.1127], "multiplicity": 1, "e_above_lowest_kj_mol": 0.0, "charge": -1}



no.,E_HOMO (eV),Kohn-Sham gap (eV),maximum force (eV Å⁻¹)
1,-6.98,8.83,2.65
2,-5.24,7.07,2.30